(1)
Entry from OMol25: the molecule C2H4 at a distorted geometry (wB97M-V/def2-TZVPD).

Geometry (Å):
C 0.654 -0.006 0.010
C -0.658 0.001 -0.023
H 1.237 0.902 -0.039
H 1.230 -0.928 0.023
H -1.155 0.939 0.077
H -1.288 -0.884 0.017

Properties
Orbital gap = 0.4311 Eh
Max |F| = 0.0212 Eh/bohr
SMILES = C=C
Energy = -2137.8510 eV
Energy relative to the best compared isomer or geometry (same formula, charge and spin) = 1.1 kcal per mole
HOMO energy = -0.3774 Ha

***

(2)
Entry from OMol25: C2H40O20Sr as an isolated structure at a distorted geometry (wB97M-V/def2-TZVPD).

Geometry (Å):
Sr -2.355 1.714 1.726
O -1.242 -0.478 1.473
C -0.585 -0.561 0.270
C -0.192 0.792 -0.309
O -1.236 1.611 -0.522
H -1.179 -1.109 -0.427
H 0.189 -1.235 0.519
H 0.244 0.754 -1.254
H 0.432 1.355 0.380
O -3.271 0.187 -1.684
H -3.015 0.055 -2.572
H -2.459 0.638 -1.380
O -0.684 -3.353 1.464
H -0.454 -3.488 2.378
H -0.675 -2.416 1.305
O 1.681 -2.174 2.784
H 1.743 -2.929 2.236
H 1.212 -2.428 3.548
O -3.138 -3.768 -1.156
H -3.235 -4.570 -0.643
H -2.150 -3.649 -1.163
O -0.875 1.887 4.024
H -0.736 1.772 4.973
H -0.600 1.005 3.743
O 2.039 4.690 0.836
H 1.498 4.076 0.329
H 1.604 5.474 1.111
O -0.752 -0.993 -2.888
H -1.382 -1.327 -3.551
H -1.153 -1.095 -2.037
O 2.881 1.988 -2.615
H 2.076 2.319 -2.334
H 3.043 2.477 -3.434
O 3.716 2.031 1.555
H 2.985 1.441 1.799
H 4.049 1.625 0.765
O 0.988 0.374 -4.552
H 0.583 0.575 -5.425
H 0.245 0.009 -4.067
O -3.282 -1.914 1.272
H -3.207 -2.478 0.472
H -2.521 -1.319 1.189
O 0.656 3.558 -1.196
H 0.347 4.471 -1.170
H -0.027 2.922 -0.959
O -1.069 -0.978 3.994
H -0.981 -0.942 3.021
H -1.964 -1.203 4.240
O -1.783 2.819 -2.799
H -0.937 2.806 -3.177
H -1.572 2.356 -1.967
O 2.850 -0.857 0.697
H 2.411 -1.351 1.386
H 2.408 -1.070 -0.124
O 1.447 0.831 2.788
H 1.841 0.802 3.693
H 1.046 -0.012 2.657
O 1.992 -1.010 -1.870
H 1.195 -0.424 -1.885
H 2.005 -1.467 -2.716
O -0.393 -3.178 -1.242
H -0.071 -2.245 -1.172
H -0.249 -3.373 -0.328

Properties
Orbital gap = 0.2812 Eh
Max |F| = 0.0856 Eh/bohr
Energy = -44508.9796 eV
Energy relative to the best compared isomer or geometry (same formula, charge and spin) = 52.7 kcal per mole
HOMO energy = -0.3493 Ha

***

(3)
Entry from OMol25: a 19-piece molecular cluster, C2H41O19 overall at a distorted geometry (wB97M-V/def2-TZVPD).

Geometry (Å):
C -0.128 -0.564 0.068
C -0.072 0.937 0.180
O -0.700 1.259 1.337
H 0.442 -0.995 -0.809
H -1.151 -0.955 -0.051
H 0.229 -1.141 0.933
H -0.645 1.410 -0.620
H 0.943 1.205 0.133
O 1.108 -2.830 2.837
H 1.713 -2.180 2.921
H 1.140 -3.125 1.965
O 1.044 -2.874 -2.508
H 1.605 -3.641 -2.455
H 0.615 -3.160 -3.319
O 1.761 2.780 2.352
H 2.034 3.106 1.519
H 0.993 2.232 2.164
O 1.551 -0.289 -3.004
H 1.459 -1.148 -2.576
H 1.019 -0.343 -3.854
O 0.191 -3.602 0.287
H 0.837 -4.256 0.056
H 0.432 -2.734 -0.023
O -1.799 -3.587 -1.673
H -2.213 -3.238 -2.456
H -0.932 -3.126 -1.520
O -0.376 4.454 -0.065
H 0.232 3.915 -0.595
H -0.119 5.304 -0.367
O 4.384 1.109 1.040
H 3.773 1.399 0.389
H 4.123 1.495 1.872
O -2.883 0.650 -0.602
H -3.283 1.460 -1.009
H -2.091 0.952 -0.087
O -1.334 0.251 -2.698
H -0.411 0.480 -2.647
H -1.734 0.453 -1.800
O -2.355 -0.028 2.782
H -1.837 0.587 2.287
H -1.782 -0.803 2.941
O -1.036 3.235 3.118
H -0.585 4.013 2.779
H -1.053 2.614 2.343
O -3.852 -1.885 -0.800
H -3.338 -1.023 -0.773
H -3.247 -2.625 -1.000
O -2.254 3.413 -1.911
H -2.886 4.073 -1.594
H -1.397 3.630 -1.593
O 3.173 -1.065 -0.794
H 2.523 -0.719 -0.227
H 2.894 -0.609 -1.589
O 3.214 1.768 -1.263
H 3.670 1.794 -2.142
H 2.284 1.734 -1.367
O -2.294 -3.069 1.303
H -1.374 -3.212 1.024
H -2.235 -2.857 2.248
O 0.606 -0.119 3.370
H 0.025 0.237 2.689
H 1.383 -0.146 2.857

Properties
Orbital gap = 0.2745 Eh
Total charge = -1
Max |F| = 0.0867 Eh/bohr
Energy = -41642.1618 eV
Energy relative to the best compared isomer or geometry (same formula, charge and spin) = 76.4 kcal per mole
HOMO energy = -0.2179 Ha

***

(4)
Entry from OMol25: a 20-piece molecular cluster, C2H42O21 overall at a distorted geometry (wB97M-V/def2-TZVPD).

Geometry (Å):
O 5.263 21.976 5.514
C 4.318 22.602 4.590
C 3.022 21.902 4.715
O 2.211 22.145 3.648
H 4.765 22.271 3.694
H 4.468 23.689 4.639
H 2.504 22.170 5.649
H 3.095 20.803 4.722
O 3.050 24.001 1.945
H 2.706 23.266 2.436
H 2.746 24.006 1.025
O 3.593 20.669 2.020
H 4.186 20.110 2.597
H 3.246 21.389 2.670
O 1.256 19.595 3.720
H 0.533 19.599 4.371
H 1.521 20.520 3.581
O 1.139 20.795 1.070
H 0.711 19.982 1.051
H 1.854 20.676 1.626
O 0.183 23.428 2.623
H 0.990 23.131 2.981
H 0.049 24.195 3.128
O 5.912 21.979 1.240
H 5.076 21.616 1.518
H 5.800 22.509 0.496
O 5.377 19.729 3.733
H 4.831 19.274 4.390
H 5.392 20.661 4.050
O 3.485 18.390 5.101
H 2.813 19.018 4.810
H 3.705 18.760 5.939
O 4.145 20.128 7.095
H 4.668 19.999 7.875
H 4.523 20.908 6.668
O 1.393 20.096 6.640
H 0.826 20.760 6.311
H 2.255 20.484 6.623
O 4.773 26.359 2.715
H 4.154 25.644 2.641
H 4.563 26.803 3.575
O 4.248 23.557 7.400
H 4.040 24.401 7.004
H 4.651 23.055 6.655
O 7.280 23.423 6.648
H 7.659 22.987 7.407
H 6.545 22.888 6.352
O 7.195 20.529 6.530
H 7.296 19.575 6.310
H 6.572 21.003 5.936
O 3.354 25.896 6.629
H 4.136 26.274 6.302
H 2.957 25.532 5.837
O 1.278 23.574 7.238
H 0.995 24.411 6.883
H 2.120 23.781 7.686
O 2.057 24.635 4.653
H 2.033 25.122 3.853
H 2.388 23.754 4.564
O 7.138 22.322 3.670
H 6.697 22.276 2.824
H 6.437 22.189 4.322
O -0.072 22.200 5.331
H 0.335 22.621 6.103
H 0.623 22.194 4.671

Properties
Orbital gap = 0.3007 Eh
Total charge = -2
Max |F| = 0.0789 Eh/bohr
Energy = -45755.6093 eV
Energy relative to the best compared isomer or geometry (same formula, charge and spin) = 7.1 kcal per mole
HOMO energy = -0.1350 Ha

***

(5)
Entry from OMol25: C2H4AlN2O4 as an isolated structure at a distorted geometry (wB97M-V/def2-TZVPD).

Geometry (Å):
Al 0.078 2.088 -0.723
C 1.030 3.006 -3.762
O 2.051 2.523 -3.271
O 0.273 3.754 -3.115
O 0.424 2.058 -4.166
C -0.514 -1.167 1.682
O -0.543 -0.050 1.198
N 0.424 -1.667 2.496
N -1.420 -2.089 1.463
H 0.481 -2.666 2.631
H 1.295 -1.164 2.589
H -1.427 -2.833 2.145
H -2.152 -1.793 0.834

Properties
<S²> = 0.759
Orbital gap (alpha / beta) = 0.2770 / 0.2700 Eh
Max |F| = 0.1929 Eh/bohr
Energy = -19902.2355 eV
Spin multiplicity = 2
HOMO energy (alpha / beta) = -0.3058 / -0.2984 Ha

***

(6)
Entry from OMol25: a 2-piece molecular cluster, C2H4BNO2 overall at a distorted geometry (wB97M-V/def2-TZVPD).

Geometry (Å):
B 0.224 -0.004 0.631
C -0.260 0.587 -1.928
C -0.548 -0.040 -0.729
N -0.198 1.131 -2.937
O 1.569 0.290 0.646
O -0.384 0.159 1.818
H 0.570 -2.567 -0.337
H -1.677 -0.291 -0.737
H 1.957 0.428 1.444
H -1.252 0.307 2.129

Properties
Orbital gap (alpha / beta) = 0.3300 / 0.3478 Eh
Max |F| = 0.0979 Eh/bohr
Energy = -8398.1836 eV
Energy relative to the best compared isomer or geometry (same formula, charge and spin) = 102.7 kcal per mole
HOMO energy (alpha / beta) = -0.3575 / -0.4122 Ha

***

(7)
Entry from OMol25: the molecule C2H4Br2 (wB97M-V/def2-TZVPD).

Geometry (Å):
Br 0.603 -2.156 0.587
C -0.310 -0.433 0.524
C 0.351 0.443 -0.491
Br -0.768 2.033 -0.747
H -0.266 -0.051 1.538
H -1.344 -0.627 0.258
H 0.413 -0.046 -1.458
H 1.321 0.837 -0.212

Properties
Orbital gap = 0.4078 Eh
Max |F| = 0.0117 Eh/bohr
SMILES = BrCCBr
Energy = -142223.9538 eV
Energy relative to the best compared isomer or geometry (same formula, charge and spin) = 0.5 kcal per mole
HOMO energy = -0.3840 Ha

***

(8)
Entry from OMol25: an isolated ion of composition C2H4Br2N and charge +1 at a distorted geometry (wB97M-V/def2-TZVPD).

Geometry (Å):
C 0.510 -0.516 -0.480
C -0.490 -0.316 0.602
N 0.021 0.872 -0.011
Br 2.435 -1.051 -0.044
Br -2.653 -0.509 -0.128
H 0.167 -0.887 -1.410
H -0.259 -0.454 1.570
H 0.771 1.271 0.618
H -0.502 1.590 -0.718

Properties
Orbital gap = 0.3372 Eh
Total charge = +1
Max |F| = 0.1236 Eh/bohr
SMILES = Br[C@@H]1[NH2+][C@H]1Br
Energy = -143703.5447 eV
Energy relative to the best compared isomer or geometry (same formula, charge and spin) = 43.9 kcal per mole
HOMO energy = -0.5623 Ha

***

(9)
Entry from OMol25: the molecule C2H4Br2S at a distorted geometry (wB97M-V/def2-TZVPD).

Geometry (Å):
C 1.358 -0.109 0.423
C -1.264 0.300 -0.468
S 0.021 1.079 0.756
Br -2.984 1.182 -0.233
Br -1.567 -1.731 -0.061
H 2.375 0.484 0.675
H 1.456 -0.379 -0.695
H 1.384 -1.079 1.006
H -0.781 0.253 -1.403

Properties
Orbital gap = 0.3443 Eh
Max |F| = 0.0705 Eh/bohr
SMILES = CSC(Br)Br
Energy = -153057.9929 eV
Energy relative to the best compared isomer or geometry (same formula, charge and spin) = 7.6 kcal per mole
HOMO energy = -0.3457 Ha

***

(10)
Entry from OMol25: C2H4Br2S2 as an isolated structure at a distorted geometry (wB97M-V/def2-TZVPD).

Geometry (Å):
C 0.341 -0.848 0.131
C -1.127 -0.149 0.561
S 2.208 1.259 -1.059
S 0.880 -0.264 -1.529
Br -2.600 -0.332 -0.634
Br -0.895 1.746 0.904
H 0.289 -1.971 -0.026
H 1.038 -0.853 0.872
H -1.418 -0.777 1.446
H 1.286 2.190 -0.666

Properties
Orbital gap = 0.3517 Eh
Max |F| = 0.1012 Eh/bohr
Energy = -163893.5365 eV
Energy relative to the best compared isomer or geometry (same formula, charge and spin) = 0.0 kcal per mole
HOMO energy = -0.3382 Ha

***

(11)
Entry from OMol25: a 2-piece molecular cluster, C2H4Br3P overall at a distorted geometry (wB97M-V/def2-TZVPD).

Geometry (Å):
C 1.187 0.330 -0.578
C 0.313 0.404 0.613
P -0.801 1.603 0.905
Br 1.383 -0.492 2.158
Br -2.451 -2.842 -0.148
Br -1.965 1.390 -1.001
H 2.171 0.851 -0.207
H 1.312 -0.678 -0.973
H 0.918 1.125 -1.334
H -2.067 -1.691 0.565

Properties
Orbital gap = 0.2953 Eh
Max |F| = 0.0473 Eh/bohr
SMILES = C/C(Br)=P\Br.Br
Energy = -221553.7970 eV
Energy relative to the best compared isomer or geometry (same formula, charge and spin) = 46.5 kcal per mole
HOMO energy = -0.3405 Ha

***

(12)
Entry from OMol25: the molecule C2H4BrCl3Si at a distorted geometry (wB97M-V/def2-TZVPD).

Geometry (Å):
C 1.322 0.337 0.692
C -0.231 0.536 0.364
Si -1.002 -0.900 -0.942
Cl -0.070 -2.631 -0.702
Cl -2.892 -1.080 -0.438
Cl -1.113 0.609 1.876
Br -0.310 2.358 -0.579
H 1.500 -0.577 1.104
H 1.771 0.390 -0.411
H 1.700 1.148 1.226
H -0.675 -0.191 -2.190

Properties
Orbital gap = 0.3850 Eh
Max |F| = 0.1208 Eh/bohr
SMILES = C[C@@](Cl)(Br)[SiH](Cl)Cl
Energy = -117628.4545 eV
Energy relative to the best compared isomer or geometry (same formula, charge and spin) = 47.3 kcal per mole
HOMO energy = -0.3695 Ha